Entry 1:
Formula: C19H48O11V
Source: OMol25
Level of theory: ωB97M-V with the def2-TZVPD basis set

Summary:
**ΔE to the lowest compared entry with this formula, charge and spin**: 1.578 eV
**Charge**: -1
**HOMO-LUMO gap**: 0.2487 Ha
**LUMO**: 2.34 eV

Atoms and positions in Å:
O 25.236 9.308 6.061
O 26.194 9.752 9.500
H 24.680 9.856 10.657
H 28.471 5.398 11.567
C 25.807 11.445 5.298
H 20.229 7.172 7.862
H 30.952 5.330 7.124
O 23.997 9.950 11.326
C 23.546 7.734 11.703
C 29.835 4.052 5.598
H 26.421 11.976 4.569
C 25.916 4.473 9.362
H 29.866 4.214 3.639
H 21.275 8.011 8.870
H 25.170 9.715 3.235
H 29.362 5.891 6.504
C 26.181 9.931 5.247
C 20.713 6.048 9.675
H 21.663 3.782 4.996
H 27.221 9.739 5.514
C 26.590 5.276 10.431
H 20.946 8.627 12.036
O 19.610 5.179 9.426
H 19.521 7.839 9.319
O 26.916 7.076 7.145
H 22.767 8.806 10.160
H 26.865 9.559 3.132
H 21.207 10.272 11.543
H 27.000 7.093 10.573
H 28.117 3.797 10.836
H 18.802 5.666 9.603
C 23.402 4.694 4.857
H 22.057 5.387 8.109
C 22.006 5.425 9.197
C 23.996 6.101 5.090
C 22.963 9.006 11.213
H 25.887 3.422 9.650
H 30.879 2.120 4.977
H 23.801 4.346 3.904
H 28.811 3.730 5.407
H 25.082 6.177 5.045
C 21.707 9.404 11.973
H 26.039 11.899 6.261
H 20.693 6.229 10.749
C 27.247 10.320 9.095
H 22.831 6.062 9.515
H 23.632 6.865 4.403
H 23.685 6.503 6.054
O 24.593 7.546 8.244
H 28.628 5.096 9.796
C 26.029 9.347 3.798
O 27.796 9.684 8.212
H 21.988 9.649 12.997
V 26.085 8.200 7.957
H 29.492 4.535 7.621
O 21.993 4.684 4.986
H 26.025 5.270 11.363
H 24.389 9.264 5.611
C 29.967 5.024 6.771
H 30.805 2.435 6.743
H 24.906 4.847 9.197
H 23.461 3.845 6.916
C 20.410 7.350 8.922
H 24.794 11.699 4.986
H 24.487 7.561 11.181
O 26.607 6.555 9.882
H 23.779 2.690 5.614
O 30.213 4.707 4.386
H 23.810 7.731 12.760
C 23.902 3.727 5.926
H 22.197 4.430 9.599
C 28.062 4.878 10.701
H 22.969 6.823 11.541
H 24.975 3.834 6.085
H 31.918 3.267 5.771
O 27.825 11.339 9.532
C 30.897 2.884 5.754
H 26.447 4.493 8.409
H 25.896 8.265 3.809

Results of the Mulliken charge analysis, in e, for atoms 1 through 8: -0.5149, -0.6066, 0.4759, 0.4169, -1.4440, 0.4057, 0.4017, -0.6162

Entry 2:
Formula: C37H66Cl22O5
Source: OMol25
Level of theory: ωB97M-V with the def2-TZVPD basis set

Summary:
**HOMO-LUMO gap**: 0.3057 Ha
**LUMO**: 0.16 eV

Atoms and positions in Å:
C 5.405 9.235 -0.722
H 4.190 9.150 -2.498
H -13.608 2.247 -2.730
C 3.549 -0.876 -1.311
C -2.843 -0.490 -1.138
H -0.694 -0.735 -2.065
H 6.349 9.524 -1.194
Cl 3.583 -7.106 1.428
H -6.845 -1.549 2.741
C 0.699 -3.929 -1.589
H 3.603 8.107 -1.191
C -6.931 3.494 2.297
H -2.722 -3.282 -2.491
H 12.209 0.845 3.272
C -13.388 1.353 -3.321
H -1.620 2.013 -1.568
H -9.953 3.534 -2.156
C 2.790 -3.375 0.031
H -2.128 -0.863 -3.289
C -1.785 -2.799 -1.979
H 1.490 -4.578 -2.201
H -8.774 0.719 -1.681
H 9.942 -0.159 0.428
C -9.128 1.528 -2.327
C 2.885 5.299 3.377
H 6.177 -8.569 -0.776
C 1.552 -2.733 -0.837
Cl -8.547 3.259 -0.278
H -6.976 -6.016 2.074
C -1.521 0.796 0.464
O 0.724 -1.758 -0.110
H -4.854 -5.939 0.662
H 3.234 -2.621 0.843
Cl -6.242 -8.226 1.807
H 2.027 3.908 1.939
H 0.123 1.230 -1.143
H -7.298 4.060 4.366
Cl -7.779 2.032 -3.373
H -3.792 -1.215 -1.108
O -1.305 1.147 1.761
C 5.064 -7.986 0.973
C -9.691 2.686 -1.517
H -0.033 -2.618 -3.445
C 4.502 8.484 -1.689
H -0.528 2.792 -0.242
Cl 3.974 -9.245 -1.208
Cl 11.856 -1.456 2.870
H 5.111 -7.181 -1.048
H -6.613 2.621 1.720
C 9.364 -0.943 -0.071
H 5.841 -0.097 -2.276
Cl 1.553 6.066 1.103
H 10.040 -0.564 4.962
H -6.012 -6.554 3.459
O -2.357 -0.395 0.247
C 2.276 -1.869 -2.074
H -3.261 0.553 -1.513
H 5.835 5.130 -0.573
H 5.866 3.359 -0.526
H -4.342 -1.142 2.474
H 5.907 -7.409 1.364
C 11.837 0.013 3.878
C -5.049 -0.973 1.656
C 4.706 -0.240 -2.426
H 1.537 -1.098 -2.554
Cl -11.923 0.594 -2.651
H -7.889 3.837 1.896
H 3.628 -3.677 -0.757
Cl 5.783 8.275 0.729
H 9.733 -1.912 0.278
C 1.698 -5.697 1.673
C -13.240 1.682 -4.799
Cl 5.567 2.683 -3.341
H -6.374 0.148 2.932
C -4.852 -5.860 1.753
H -4.851 -4.799 2.018
H -12.922 0.808 -5.376
Cl 9.301 0.793 3.175
Cl -7.584 -0.193 0.954
H 12.543 -0.156 4.695
C 2.387 -4.810 0.791
H 2.842 -2.552 -2.837
H -0.748 -4.355 -3.299
C 7.878 -0.818 0.226
C -0.852 1.741 -0.698
H -1.779 -3.135 -0.855
H 4.904 10.145 -0.377
H 7.290 -1.538 -0.351
C 0.074 -2.343 1.073
Cl -5.030 -2.441 0.648
H -9.904 1.123 -2.984
H -7.896 2.454 3.917
H 1.179 -6.306 2.558
Cl -5.613 2.407 4.445
H 2.915 4.608 4.224
C 10.455 0.305 4.441
H 7.019 4.354 -2.572
Cl 7.255 0.813 -0.127
O 0.276 -1.744 2.277
C 5.934 4.222 -2.523
Cl 4.503 5.271 2.633
H 5.051 -8.956 1.480
Cl 5.332 7.103 -2.449
C -7.079 3.166 3.775
H 0.843 4.779 2.929
H 0.110 -4.613 -0.809
H -4.677 -0.141 1.050
H 7.695 -1.003 1.289
C 5.478 4.224 -1.073
Cl 3.703 4.220 -0.925
C 1.798 4.873 2.402
C 5.199 -8.143 -0.533
O 4.985 -1.468 -1.361
C -0.418 -3.400 -2.665
H -0.566 -3.331 1.089
H 2.706 6.306 3.764
C -6.064 -6.545 2.366
H -14.206 0.641 -3.179
C -6.431 -0.681 2.219
C -1.777 -1.167 -2.193
H -10.594 2.365 -0.989
H 4.477 0.817 -1.914
H 3.203 -0.148 -0.347
Cl -5.757 4.802 2.013
H 10.512 1.133 5.153
H -14.199 2.024 -5.200
Cl 9.710 -0.860 -1.816
Cl -3.320 -6.542 2.354
Cl -12.066 2.990 -5.083
H 5.466 5.030 -3.094

Results of the Mulliken charge analysis, in e, for atoms 1 through 8: -0.4586, 0.3626, 0.3096, 0.3334, -0.7643, -0.3861, 0.3184, -0.1707

Looking at E for the records above, in order, we have -68693.15351 -325153.44974 eV.